The following is a DFT calculation (ωB97M-V with the def2-TZVPD basis set) of a single C3H6N4S molecule at a distorted geometry.

For the energy relative to the best compared isomer or geometry (same formula, charge and spin), the calculation gives 156.58 kcal/mol. As for the HOMO energy (spin up / spin down): -7.02 / -7.02 eV. For the gap between HOMO and LUMO (spin up / spin down), the calculation gives 7.09 / 7.09 eV. The value obtained for the max |F| is 5.24 eV/A. For the LUMO energy (spin up / spin down), the calculation gives 0.067 / 0.067 eV.

The geometry in XYZ format:
```
14
Properties=species:S:1:pos:R:3:mulliken_charge:R:1
C -1.1796 -0.7699 -0.8819 0.388
C -0.4860 -2.8902 0.2519 -0.004
C 0.5426 0.8784 -0.2149 -0.789
N -1.6490 -0.7992 -2.0109 -0.446
N 0.0374 -2.1485 1.2353 -0.186
N -0.1827 -0.7001 1.2703 -0.471
N -0.5531 -0.0629 0.0432 0.074
S -0.3466 -4.5114 0.0734 -0.331
H 0.0964 1.2981 -1.1083 0.313
H 0.5038 1.6558 0.5861 0.258
H 1.3366 0.2736 -0.3653 0.370
H -2.1932 -0.1072 -2.4800 0.278
H 0.9049 -2.1266 1.7356 0.287
H -0.9103 -0.5406 2.0049 0.259
```



The following is a DFT calculation (ωB97M-V with the def2-TZVPD basis set) of a single C7H7ClN2 molecule at a distorted geometry.

For the energy relative to the best compared isomer or geometry (same formula, charge and spin), the calculation gives 105.66 kcal/mol. Its structure (SMILES) is ClC1=CC=NN2CC=C[C@@H]12. As for the HOMO energy: -7.63 eV. For the gap between HOMO and LUMO, the calculation gives 8.38 eV. The value obtained for the max |F| is 4.33 eV/A. For the LUMO energy, the calculation gives 0.745 eV.

The geometry in XYZ format:
```
17
Properties=species:S:1:pos:R:3:mulliken_charge:R:1
C 1.7577 -1.5251 0.2782 -0.415
C -1.2735 1.7550 0.4440 -0.445
C 0.0023 1.8538 0.0099 -0.520
C 0.4465 -2.1557 0.1917 -0.285
C 1.8537 -0.2431 -0.1015 0.233
C -1.9184 0.4166 0.0261 -0.644
C 0.3593 0.5280 -0.7188 -0.008
N -0.6987 -1.6105 -0.0584 -0.880
N -0.7734 -0.3595 -0.3859 0.578
Cl 3.1410 0.8493 0.1561 -0.200
H 2.4076 -2.1549 0.8521 0.392
H -1.8999 2.2181 1.1465 0.443
H 0.6607 2.6583 -0.0807 0.450
H 0.5303 -3.1850 0.0645 0.429
H -2.3774 -0.2480 0.7834 0.340
H -2.5367 0.4321 -0.8780 0.280
H 0.3187 0.7705 -1.7292 0.253
```



The following is a DFT calculation (ωB97M-V with the def2-TZVPD basis set) of a molecular structure, C19H15BrCl2FeN2O3 at a distorted geometry.

For the energy relative to the best compared isomer or geometry (same formula, charge and spin), the calculation gives 47.22 kcal/mol. As for the HOMO energy (spin up / spin down): -6.15 / -7.28 eV. For the gap between HOMO and LUMO (spin up / spin down), the calculation gives 5.31 / 6.43 eV. The value obtained for the max |F| is 2.46 eV/A. For the LUMO energy (spin up / spin down), the calculation gives -0.836 / -0.851 eV. The spin multiplicity is 5.

The geometry in XYZ format:
```
43
Properties=species:S:1:pos:R:3:mulliken_charge:R:1
Fe -1.4030 0.1834 -0.5398 0.074
Br 3.1910 6.2409 0.0441 -0.236
C 1.8417 4.9211 -0.2107 -0.060
C 0.5794 5.3112 -0.6456 -0.426
C -0.3827 4.3419 -0.8258 -0.616
C -0.1245 2.9799 -0.5725 0.270
O -1.0514 2.1038 -0.7467 -0.571
C 1.1795 2.5958 -0.0982 0.139
C 1.5462 1.2749 0.2555 0.664
N 0.7775 0.2032 0.2704 0.004
C 1.2494 -1.0089 0.6832 0.582
C 2.5960 -1.2970 0.9978 -0.864
C 2.9673 -2.5256 1.5013 -0.964
C 2.0349 -3.5199 1.7321 -0.878
C 0.6899 -3.3082 1.3997 1.042
C -0.3048 -4.2881 1.5985 -0.627
C -1.6062 -4.0205 1.2307 -0.872
C -1.8988 -2.7987 0.6437 -0.448
N -0.9826 -1.8448 0.4549 0.197
C 0.2909 -2.0600 0.8381 0.331
C 2.1434 3.6073 0.0554 -0.957
H 0.3582 6.3508 -0.8277 0.411
H -1.3756 4.6076 -1.1571 0.424
H 2.5759 1.1945 0.6054 0.056
H 3.3671 -0.5576 0.8451 0.307
H 4.0062 -2.7129 1.7327 0.378
H 2.3248 -4.4644 2.1677 0.393
H -0.0219 -5.2391 2.0249 0.424
H -2.3895 -4.7482 1.3823 0.398
H -2.8987 -2.5742 0.2897 0.593
H 3.1301 3.3449 0.4062 0.466
Cl -2.8835 0.7090 1.1069 0.095
C -4.2046 0.2361 2.2043 -0.324
Cl -5.7713 0.7719 1.5766 -0.155
H -4.0394 0.7344 3.1589 0.334
H -4.2217 -0.8487 2.3047 0.235
C 0.2774 -0.5729 -4.3023 -0.735
O 0.2545 -0.1529 -2.9215 -0.271
C -0.8201 -0.3231 -2.2293 0.983
O -1.8793 -0.8456 -2.5254 -0.633
H 1.3012 -0.8659 -4.5224 0.232
H -0.0093 0.2673 -4.9357 0.279
H -0.4137 -1.4029 -4.4501 0.326
```



The following is a DFT calculation (ωB97M-V with the def2-TZVPD basis set) of 12 unconnected molecules or ions with the total composition C44H66F6O33P at a distorted geometry.

As for the HOMO energy: -9.29 eV. Its total charge is -1. For the gap between HOMO and LUMO, the calculation gives 10.85 eV. The value obtained for the max |F| is 1.88 eV/A. For the LUMO energy, the calculation gives 1.552 eV.

The geometry in XYZ format:
```
150
Properties=species:S:1:pos:R:3:mulliken_charge:R:1
P 0.1914 -0.3561 -0.1124 2.119
F -0.1475 0.8806 -1.1281 -0.192
F 1.4275 -0.7705 -1.0887 -0.384
F 1.2371 0.6571 0.6149 -0.265
F 0.4470 -1.5313 0.9439 -0.206
F -1.0937 0.0573 0.7953 -0.922
F -0.7660 -1.3071 -1.0145 -0.663
C 4.3949 1.9575 -0.8472 -1.275
C 3.3492 3.0433 -0.9438 1.062
C 2.6373 3.3215 0.4022 3.609
O 2.5500 4.7389 0.4210 -0.521
C 3.4162 5.2679 -0.4837 0.474
O 3.5333 6.4395 -0.6504 -0.586
O 4.0675 4.2841 -1.1183 -0.499
H 4.9209 1.8053 -1.7904 0.444
H 3.8529 1.0320 -0.6193 0.044
H 5.1148 2.1653 -0.0589 0.296
H 2.6147 2.8768 -1.7339 -0.028
H 3.2024 2.8814 1.2225 -1.454
H 1.6547 2.8575 0.3674 -1.476
C -0.2830 -4.4385 -4.3881 -1.860
C 0.1997 -3.7577 -3.1305 2.354
C -0.4748 -4.1825 -1.8249 -0.196
O 0.6284 -4.2693 -0.9256 0.103
C 1.7788 -4.3905 -1.6100 0.434
O 2.8338 -4.6456 -1.1176 -0.589
O 1.5604 -4.2011 -2.9233 -0.443
H 0.3599 -4.1344 -5.2129 0.418
H -1.3171 -4.1822 -4.6328 0.336
H -0.2866 -5.5238 -4.2869 0.453
H 0.1985 -2.6700 -3.2139 -1.141
H -0.9853 -5.1473 -1.8536 0.342
H -1.1732 -3.4000 -1.5434 -0.019
C -0.4833 3.1243 -3.7836 0.294
C -0.6278 4.5557 -4.2408 0.214
C -1.8846 4.7922 -5.1204 -0.484
O -2.5819 5.8307 -4.4591 -0.365
C -2.0470 6.0669 -3.2467 0.633
O -2.4705 6.8432 -2.4528 -0.557
O -0.9187 5.3436 -3.0644 -0.273
H -1.4658 2.8288 -3.3953 -0.518
H 0.1572 2.9009 -2.9320 -0.429
H -0.3088 2.4531 -4.6234 0.091
H 0.2195 5.0248 -4.7395 0.499
H -2.5336 3.9221 -5.2129 0.271
H -1.5027 5.1111 -6.0893 0.354
C 4.2086 -2.0356 -0.0973 -1.449
C 3.8840 -1.7337 1.3473 2.877
C 3.1914 -2.9001 2.0718 0.815
O 4.0387 -3.1437 3.2100 -0.438
C 5.1733 -2.4105 3.1197 0.522
O 6.0976 -2.5084 3.8625 -0.577
O 5.0990 -1.5557 2.0836 -0.535
H 4.9065 -2.8709 -0.1580 0.558
H 4.7331 -1.1843 -0.5368 0.299
H 3.2917 -2.1860 -0.6618 -0.193
H 3.2764 -0.8289 1.4049 -1.662
H 3.1905 -3.7757 1.4231 0.133
H 2.2015 -2.6458 2.4411 -0.514
C -1.0623 4.0353 -0.3301 -0.804
C -1.0523 3.3033 0.9850 1.216
C -0.4608 4.0594 2.1965 0.521
O -1.5171 4.1107 3.1356 -0.441
C -2.5990 3.4222 2.6714 0.298
O -3.5250 3.1322 3.3660 -0.569
O -2.4400 3.0772 1.4002 -0.155
H -1.6842 3.4912 -1.0392 -0.551
H -0.0389 4.0594 -0.7047 0.161
H -1.4599 5.0464 -0.2448 0.777
H -0.7047 2.2771 0.8771 -0.745
H -0.1811 5.0479 1.8316 0.374
H 0.4144 3.5160 2.5529 -0.238
C 0.5334 -0.0798 -4.5091 -1.309
C 2.0182 0.2505 -4.4988 1.118
C 2.8676 -0.8504 -3.8316 1.176
O 3.8235 -1.1878 -4.8307 -0.479
C 3.6540 -0.4210 -5.9310 0.401
O 4.3710 -0.4289 -6.8761 -0.559
O 2.5143 0.3010 -5.8268 -0.477
H 0.3711 -1.1517 -4.6817 0.620
H -0.0349 0.3703 -5.3222 0.601
H 0.1136 0.1343 -3.5258 -0.140
H 2.0795 1.1689 -3.9075 -0.278
H 2.2495 -1.7017 -3.5491 -0.341
H 3.3946 -0.4750 -2.9585 -0.333
C -2.6760 0.0580 -3.2872 -0.785
C -3.9407 0.7890 -2.8863 0.452
C -3.8305 1.4012 -1.4816 2.182
O -4.3621 2.7295 -1.6863 -0.472
C -4.5303 2.9815 -2.9874 0.515
O -4.9344 3.9976 -3.4537 -0.562
O -4.1420 1.9108 -3.7350 -0.437
H -1.8009 0.7047 -3.1954 -0.412
H -2.6899 -0.1862 -4.3544 0.529
H -2.4867 -0.8572 -2.7304 0.260
H -4.7491 0.0616 -2.9941 0.357
H -2.8030 1.5546 -1.1511 -1.056
H -4.4412 0.9187 -0.7289 -0.984
C -1.3774 0.8789 4.9346 -1.610
C -1.2480 -0.3396 4.0570 2.735
C -0.3210 -1.4873 4.4679 0.361
O -1.0183 -2.6631 4.1102 -0.293
C -2.3270 -2.3505 3.8530 0.441
O -3.1238 -3.1383 3.4442 -0.504
O -2.5121 -1.0422 3.9564 -0.454
H -0.6000 1.6315 4.7982 0.225
H -1.2218 0.5467 5.9721 0.457
H -2.3364 1.3923 4.9322 0.337
H -1.0361 -0.0126 3.0370 -1.298
H -0.1291 -1.4828 5.5442 0.372
H 0.6025 -1.3576 3.9060 -0.572
C -0.1629 -4.9928 1.9557 -0.785
C -1.2374 -5.7218 2.7568 0.822
C -2.5352 -6.0691 2.0266 0.022
O -2.6979 -7.4534 2.2571 -0.398
C -1.6140 -7.9735 2.8834 0.552
O -1.4928 -9.1262 3.1523 -0.558
O -0.7291 -7.0075 3.1727 -0.460
H 0.5610 -4.5616 2.6429 0.148
H -0.6787 -4.1861 1.4315 -0.174
H 0.3128 -5.6720 1.2534 0.499
H -1.4077 -5.1503 3.6676 0.067
H -2.5118 -5.7542 0.9774 0.150
H -3.3751 -5.4997 2.4273 0.147
C -4.2222 -1.6916 0.7163 -1.130
C -5.0025 -0.8865 1.7456 0.438
C -4.5152 0.5597 1.9620 0.319
O -5.5728 1.3706 1.5036 -0.423
C -6.6077 0.6292 1.0811 0.553
O -7.6127 1.0663 0.6166 -0.582
O -6.3276 -0.6946 1.1796 -0.455
H -3.1399 -1.6605 0.8353 -0.098
H -4.4485 -1.3074 -0.2809 0.390
H -4.6171 -2.7081 0.7431 0.426
H -5.1112 -1.3708 2.7125 0.443
H -3.6029 0.7031 1.3827 -0.473
H -4.3021 0.6747 3.0207 0.701
C 2.1932 0.8254 3.8769 0.443
C 3.3858 1.6474 4.2711 0.079
C 4.7299 0.9189 4.4428 -0.009
O 5.6371 1.7000 3.6550 -0.342
C 4.9977 2.6869 3.0174 0.577
O 5.4952 3.4999 2.3050 -0.527
O 3.6541 2.5978 3.2210 -0.333
H 2.3573 0.2403 2.9723 -0.694
H 1.3686 1.4891 3.5983 -0.545
H 1.8238 0.1944 4.6852 0.742
H 3.1699 2.2642 5.1473 0.356
H 4.7042 -0.0950 4.0492 -0.182
H 5.0373 0.9924 5.4819 0.334
```



The following is a DFT calculation (ωB97M-V with the def2-TZVPD basis set) of a single C4H5NO2S molecule at a distorted geometry.

For the energy relative to the best compared isomer or geometry (same formula, charge and spin), the calculation gives 50.27 kcal/mol. Its structure (SMILES) is Cc1oc(=S)[nH]c1O. As for the HOMO energy: -7.80 eV. For the gap between HOMO and LUMO, the calculation gives 7.83 eV. The value obtained for the max |F| is 3.79 eV/A. For the LUMO energy, the calculation gives 0.032 eV.

The geometry in XYZ format:
```
13
Properties=species:S:1:pos:R:3:mulliken_charge:R:1
C -0.2784 -0.5187 0.0075 0.591
C -0.1880 0.8195 0.0312 0.265
C 1.8366 -0.0579 0.0049 -0.013
C -1.4223 -1.4532 -0.1015 -1.085
N 1.1404 1.1705 0.0246 -0.068
O 0.9803 -1.0578 -0.0582 -0.316
O -1.1944 1.7026 0.2755 -0.530
S 3.5324 -0.2324 -0.0507 -0.361
H -2.2108 -1.1702 -0.7212 0.352
H -1.8998 -1.6626 0.9699 0.216
H -0.8993 -2.3416 -0.5326 0.305
H 1.5975 2.1414 0.2287 0.293
H -0.9941 2.6604 -0.0783 0.353
```



The following is a DFT calculation (ωB97M-V with the def2-TZVPD basis set) of a single C4H6OS molecule at a distorted geometry.

For the energy relative to the best compared isomer or geometry (same formula, charge and spin), the calculation gives 65.46 kcal/mol. Its structure (SMILES) is C=COC(C)=S. As for the HOMO energy: -8.58 eV. For the gap between HOMO and LUMO, the calculation gives 8.85 eV. The value obtained for the max |F| is 4.09 eV/A. For the LUMO energy, the calculation gives 0.271 eV.

The geometry in XYZ format:
```
12
Properties=species:S:1:pos:R:3:mulliken_charge:R:1
C -0.5452 -1.5228 -1.4410 -1.049
C -0.7914 -0.3789 -0.5398 0.507
C 0.2392 1.2129 0.9735 -0.067
C 1.4523 1.2841 1.5571 -0.680
H -1.5037 -1.5369 -2.0627 0.313
H -0.2954 -2.5241 -1.0119 0.269
H 0.0891 -1.3332 -2.2136 0.377
H -0.6003 1.6868 1.4808 0.306
H 1.7968 2.1088 2.2192 0.285
H 2.2676 0.9027 1.0995 0.312
O 0.2199 -0.0603 0.1789 -0.227
S -2.3289 0.1610 -0.2400 -0.349
```



The following is a DFT calculation (ωB97M-V with the def2-TZVPD basis set) of a molecular structure, C16H30I2NOP2Sm at a distorted geometry.

As for the HOMO energy (spin up / spin down): -13.42 / -13.45 eV. Its total charge is +2. For the gap between HOMO and LUMO (spin up / spin down), the calculation gives 5.10 / 5.13 eV. The value obtained for the max |F| is 5.91 eV/A. For the LUMO energy (spin up / spin down), the calculation gives -8.320 / -8.317 eV. The spin multiplicity is 6.

The geometry in XYZ format:
```
53
Properties=species:S:1:pos:R:3:mulliken_charge:R:1
I 3.3967 -0.6242 -3.3534 0.025
I 1.8373 -2.8318 -3.1154 0.002
Sm 0.5281 -0.4667 -0.6345 1.057
P -0.5086 0.7844 -3.1677 0.545
C -1.8980 1.9834 -3.0957 -1.281
C 0.4620 1.5787 -4.4977 -1.112
H -0.1772 1.7630 -5.3722 0.402
H -1.8381 -0.0386 -5.0322 0.450
H 1.3043 0.9368 -4.7805 0.273
H -0.5929 -1.2398 -4.5235 0.368
H -1.5058 2.9875 -2.8881 0.407
H 0.8529 2.5354 -4.1364 0.360
C -1.3431 -0.5188 -4.1754 -1.103
H -2.4242 1.9876 -4.0631 0.479
H -2.0960 -1.0505 -3.5819 0.357
H -2.6038 1.7000 -2.3055 0.358
P 3.0491 -1.4784 0.6905 0.595
C 3.1478 -0.9801 2.4541 -1.234
C 3.1137 -3.3080 0.8604 -1.125
H 4.9303 -1.4831 -0.8649 0.322
H 5.4580 -1.7581 0.8387 0.417
H 5.0123 -0.1120 0.2778 0.354
C 4.7878 -1.1823 0.1826 -1.171
H 3.0021 -3.7651 -0.1319 0.319
H 4.0774 -3.6026 1.2996 0.384
H 4.0828 -1.3544 2.8927 0.488
H 2.2923 -1.3855 3.0095 0.359
H 2.2950 -3.6421 1.5102 0.374
H 3.1288 0.1159 2.5229 0.330
C -0.1423 1.8534 -0.3398 0.448
O -0.5071 2.9536 -0.2084 -0.214
C 0.5287 1.4739 3.7155 -0.931
N -0.7169 1.0411 3.1412 0.096
C -1.7744 2.0008 3.0524 -0.783
C -0.6515 -0.1058 2.2596 0.171
C -1.8912 -0.3104 1.4049 0.224
C -3.1343 -0.5509 2.0222 -0.607
C -4.3122 -0.6156 1.2626 -0.647
C -4.2098 -0.5653 -0.1288 -0.896
C -2.9416 -0.4876 -0.7353 -0.612
C -1.8011 -0.2839 0.0221 0.773
H 0.2870 2.1980 4.5084 0.386
H 1.1890 1.9761 2.9768 0.236
H 1.0751 0.6086 4.1274 0.257
H -1.8587 2.4699 2.0521 0.230
H -2.7466 1.5413 3.2973 0.312
H -1.5398 2.7799 3.7950 0.327
H 0.3324 -0.0632 1.7055 -0.796
H -0.5153 -0.9729 2.9316 0.424
H -3.1641 -0.6347 3.1053 0.653
H -5.2748 -0.7089 1.7725 0.417
H -5.1199 -0.6374 -0.7283 0.418
H -2.8816 -0.5108 -1.8308 0.116
```



The following is a DFT calculation (ωB97M-V with the def2-TZVPD basis set) of 2 unconnected molecules or ions with the total composition C7H13O at a distorted geometry.

For the energy relative to the best compared isomer or geometry (same formula, charge and spin), the calculation gives 68.00 kcal/mol. As for the HOMO energy (spin up / spin down): 1.62 / 1.62 eV. Its total charge is -2. For the gap between HOMO and LUMO (spin up / spin down), the calculation gives 5.37 / 5.16 eV. The value obtained for the max |F| is 1.43 eV/A. For the LUMO energy (spin up / spin down), the calculation gives 6.989 / 6.779 eV. The spin multiplicity is 2.

The geometry in XYZ format:
```
21
Properties=species:S:1:pos:R:3:mulliken_charge:R:1
C 2.2640 -1.4675 1.1802 -0.635
O 2.3215 -1.3085 2.5017 -0.902
C 1.6085 -0.2800 0.3804 -0.521
C 0.1954 0.0265 0.8365 0.213
C -0.4582 1.2609 0.1530 -1.267
C -0.8516 0.5981 -2.1894 -1.026
C -1.4532 0.8949 -0.9851 0.378
C -2.7664 0.7359 -0.5525 -1.078
H 1.6805 -2.3687 0.8356 0.182
H 3.2587 -1.5789 0.6516 0.244
H 1.4953 -0.5863 -0.6707 0.120
H 2.3381 0.5335 0.4662 0.434
H 0.2025 0.1214 1.9261 0.332
H -0.4892 -0.9397 0.5936 -0.731
H -1.0591 1.8061 0.8840 0.329
H 0.3514 1.8436 -0.2891 0.499
H -1.3413 0.3102 -3.1162 0.315
H 0.2230 0.7388 -2.2608 0.243
H -0.8938 -1.9116 0.4188 0.370
H -3.0252 0.9553 0.4779 0.198
H -3.6009 0.6162 -1.2418 0.302
```